DFT (ωB97M-V/def2-TZVPD) results for a 2-piece molecular cluster, C7H18NOPS overall in a non-equilibrium geometry.

The HOMO-LUMO gap (spin up / spin down) comes out at 5.95 / 5.95 eV. The value obtained for the LUMO energy (spin up / spin down) is -1.634 / -1.633 eV. The relative energy (zero: lowest compared OMol25 entry of this formula, charge and spin) comes out at 488.6 kJ/mol. For the HOMO energy (spin up / spin down), the calculation gives -7.59 / -7.59 eV.

Last column: Mulliken charge in e.
CARTESIAN COORDINATES (ANGSTROEM)
C 2.95780 -2.35711 0.69293  -1.49
C -2.41246 -0.39955 -1.55923  -1.21
C -3.37339 0.51297 0.88260  -0.92
C -0.07029 3.11409 -0.13381  -1.07
C 2.19102 -1.34148 -0.07077  0.62
C 3.00744 -0.25732 -0.63062  -0.66
C -2.51263 -0.60258 0.02261  0.09
N -1.24546 -0.82574 0.46626  -0.42
O 1.30276 1.82225 1.88710  -0.59
P 0.65010 1.61738 0.59181  0.71
S 1.81208 1.02995 -1.14987  -0.21
H 3.82602 -2.89053 0.24553  0.35
H 3.48651 -2.03425 1.71376  0.28
H 2.23096 -3.05871 1.12634  0.37
H -3.35181 -0.48801 -2.01504  0.43
H -2.01304 0.59788 -1.74635  0.18
H -1.75545 -1.19842 -1.83866  0.34
H -2.78854 0.88581 1.73801  0.31
H -4.41524 0.00987 1.06765  0.27
H -3.47052 1.29461 0.07572  0.22
H 0.70094 3.79672 -0.02636  0.42
H -0.47455 3.05673 -1.14346  0.35
H -0.92937 3.40840 0.47452  0.33
H 1.36458 -1.07539 0.57385  -0.26
H 1.71194 -1.94836 -0.91628  0.16
H 3.80288 0.30165 -0.20383  0.41
H 3.55675 -0.54750 -1.57423  0.37
H -3.00914 -1.51525 0.08047  0.37
H -0.77988 -0.90810 1.36937  0.26

DFT (ωB97M-V/def2-TZVPD) results for a 2-piece molecular cluster, C7H18NOS overall in a non-equilibrium geometry.

The HOMO-LUMO gap comes out at 10.07 eV. The value obtained for the LUMO energy is -2.445 eV. The relative energy (zero: lowest compared OMol25 entry of this formula, charge and spin) comes out at 49.1 kJ/mol. For the HOMO energy, the calculation gives -12.52 eV. As for the charge: +1.

Last column: Mulliken charge in e.
CARTESIAN COORDINATES (ANGSTROEM)
C 0.25519 -1.50496 2.72102  -1.34
C 2.25752 -1.38639 -2.07892  -1.18
C -2.36723 2.46625 -0.32118  -0.82
C -0.66553 -0.59423 1.84298  -0.38
C 0.85043 -1.53412 -1.64845  -0.18
C -0.71932 -1.07834 0.34697  -0.72
C -1.13180 2.87090 -0.26474  0.71
N 0.61935 -0.83521 -0.25122  0.14
O -0.53733 3.88446 0.38557  -0.52
S 0.14005 2.09334 -1.42057  -0.35
H 0.07289 -2.53080 2.44688  0.31
H 1.23596 -1.23314 2.63688  0.49
H -0.00846 -1.20333 3.78483  0.37
H 2.76013 -0.49540 -1.80204  0.38
H 2.91228 -2.25751 -1.89770  0.36
H 2.21454 -1.46490 -3.24651  0.32
H -3.10991 2.99734 0.16030  0.29
H -1.58330 -0.61129 -0.19095  0.25
H -2.77405 1.65104 -0.93890  0.25
H -1.67142 -0.60066 2.33732  0.41
H -0.42521 0.43349 1.95373  0.30
H 0.63156 -2.65160 -1.56545  0.34
H 0.12436 -0.93489 -2.37898  0.33
H -0.82797 -2.20192 0.32222  0.40
H 1.16516 -1.27073 0.46030  0.34
H 0.74806 0.20010 -0.60471  -0.02
H -1.11551 4.69798 0.51588  0.35
H 0.94957 3.09452 -1.30458  0.19

DFT (ωB97M-V/def2-TZVPD) results for a 4-piece molecular cluster, C7H18O3 overall in a non-equilibrium geometry.

The HOMO-LUMO gap comes out at 10.23 eV. The value obtained for the LUMO energy is 0.756 eV. As for the structure (SMILES): C=C(C)C/C=C/C.O.O.O. The relative energy (zero: lowest compared OMol25 entry of this formula, charge and spin) comes out at 0.0 kJ/mol. For the HOMO energy, the calculation gives -9.47 eV.

Last column: Mulliken charge in e.
CARTESIAN COORDINATES (ANGSTROEM)
C 0.11064 1.28213 -2.68473  -1.07
C 0.54913 1.48076 -1.44585  0.74
C 0.00576 2.56401 -0.56916  -1.24
C 1.64864 0.62469 -0.83892  -0.74
C 1.10351 -0.39899 0.11712  0.00
C 1.46788 -1.67453 0.10397  -0.33
C 0.97694 -2.69151 1.08844  -1.16
H -0.68555 1.85502 -3.14626  0.34
H 0.53196 0.53230 -3.34851  0.27
H 0.71331 3.39831 -0.51218  0.33
H -0.91595 3.00766 -0.95121  0.35
H -0.17927 2.23929 0.45519  0.24
H 2.34534 1.30113 -0.32772  0.32
H 2.22136 0.13593 -1.62889  0.35
H 0.43446 -0.00782 0.87654  0.38
H 2.15999 -2.06391 -0.63846  0.31
H 1.73876 -2.83864 1.86090  0.35
H 0.78208 -3.66490 0.63143  0.34
H 0.05241 -2.39783 1.58935  0.24
O -2.37395 -0.84007 1.60776  -0.70
H -2.12687 -0.92113 0.64995  0.47
H -3.33525 -0.74431 1.62765  0.28
O -1.07303 1.30346 2.89378  -0.67
H -0.63261 0.88564 3.62917  0.30
H -1.57414 0.56857 2.44898  0.38
O -1.66573 -1.07265 -1.04682  -0.80
H -1.37732 -0.21873 -1.44810  0.37
H -0.90248 -1.64388 -0.99341  0.32

DFT (ωB97M-V/def2-TZVPD) results for a 2-piece molecular cluster, C7H18O3P overall in a non-equilibrium geometry.

The HOMO-LUMO gap comes out at 9.35 eV. The value obtained for the LUMO energy is -3.851 eV. The relative energy (zero: lowest compared OMol25 entry of this formula, charge and spin) comes out at 426.8 kJ/mol. For the HOMO energy, the calculation gives -13.21 eV. As for the charge: +1.

Last column: Mulliken charge in e.
CARTESIAN COORDINATES (ANGSTROEM)
C -2.12031 -1.86279 -0.40594  -0.54
C -0.91387 -1.95776 0.74837  0.66
O -0.00544 -2.92114 0.55249  -0.54
O -0.95208 -1.01150 1.87406  -0.32
C 0.37177 -0.80529 2.48131  -0.64
C 1.28481 0.23872 1.54673  -0.04
C 0.63535 1.72412 1.77465  -0.48
C 0.55066 2.66904 0.44038  -0.60
C 1.61012 2.29680 -0.75315  -0.62
P 0.74488 1.14785 -2.06581  0.15
H -3.07359 -1.33140 0.04703  0.31
H -2.37232 -2.92327 -0.85476  0.21
H -1.71890 -1.15988 -1.27609  -0.04
H 0.96493 -1.80615 2.70713  0.33
H 0.19053 -0.26604 3.53002  0.36
H 1.21541 -0.18127 0.45745  -0.08
H 2.37640 0.22529 2.00034  0.30
H 1.19332 2.25839 2.68356  0.32
H -0.48316 1.55692 2.15430  0.24
H 0.82823 3.77427 0.79588  0.29
H -0.57001 2.75980 0.04153  0.35
H 2.61137 1.81926 -0.36928  0.39
H 1.82288 3.30869 -1.33908  0.41
H 0.81300 1.67088 -3.40664  0.21
H -0.60613 0.79051 -1.69653  0.17
H 1.49287 -0.11515 -2.09162  0.22
O -2.33655 -3.16149 -3.20032  -0.66
H -1.54178 -2.75665 -3.57909  0.30
H -2.01239 -3.98074 -2.79692  0.35

DFT (ωB97M-V/def2-TZVPD) results for C7H19BBr6Na3O as an isolated structure in a non-equilibrium geometry.

The HOMO-LUMO gap comes out at 2.12 eV. The value obtained for the LUMO energy is -5.515 eV. The relative energy (zero: lowest compared OMol25 entry of this formula, charge and spin) comes out at 859.0 kJ/mol. For the HOMO energy, the calculation gives -7.63 eV. As for the charge: +1.

Last column: Mulliken charge in e.
CARTESIAN COORDINATES (ANGSTROEM)
Na -10.23595 10.81103 10.58469  0.89
Na -11.70683 10.94083 16.22155  0.91
Na -6.28637 10.72547 14.71098  0.81
B -10.24020 7.86096 13.48620  0.05
H -11.19952 8.31073 13.28211  -0.24
H -10.16681 7.05906 12.76797  -0.17
H -9.42798 8.54769 13.30479  -0.30
H -10.21985 7.53899 14.51584  -0.22
C -4.65071 12.00917 9.23746  -0.53
O -5.64746 11.95508 10.21105  -0.75
H -4.34377 10.97811 9.06198  0.18
H -4.96968 12.43193 8.28476  0.18
H -3.73937 12.53735 9.51775  0.18
Br -13.20687 1.72970 19.26703  -0.15
C -12.49296 3.40831 20.15619  -0.49
C -12.73925 4.50566 19.20834  -0.65
Br -11.79472 6.20161 19.80069  -0.20
H -11.43625 3.18671 20.30565  0.36
H -13.06564 3.55741 21.07155  0.36
H -13.77384 4.84589 19.16398  0.37
H -12.45324 4.33281 18.17084  0.41
Br -9.18815 1.82612 10.91862  -0.16
C -10.13782 1.31301 12.67443  -0.64
C -11.48834 0.69789 12.37559  -0.52
Br -11.21511 -1.20867 12.00807  -0.13
H -10.24925 2.23659 13.24246  0.33
H -9.50020 0.59662 13.19246  0.41
H -12.10126 1.19096 11.62105  0.39
H -12.08780 0.65411 13.28491  0.31
Br -5.48024 2.66442 17.49126  -0.12
C -4.21583 3.55337 16.30303  -0.64
C -4.72082 4.86360 15.83229  -0.56
Br -4.90275 6.19743 17.31677  -0.16
H -3.91618 2.87150 15.50719  0.38
H -3.36208 3.69145 16.96647  0.34
H -5.66428 4.82004 15.28815  0.39
H -4.06043 5.24043 15.05128  0.36

DFT (ωB97M-V/def2-TZVPD) results for an isolated ion of composition C7H19BFO2P2 and charge +1 in a non-equilibrium geometry.

The HOMO-LUMO gap comes out at 8.76 eV. The value obtained for the LUMO energy is -3.776 eV. For the HOMO energy, the calculation gives -12.53 eV. As for the charge: +1.

Last column: Mulliken charge in e.
CARTESIAN COORDINATES (ANGSTROEM)
C 4.68606 -0.20198 1.07896  -1.00
C 3.60473 -0.04953 -0.06279  -0.14
O 2.61261 -1.11801 -0.00294  -0.37
B 1.35722 -0.63844 0.43059  0.43
O 1.25496 -0.12858 1.73899  -0.41
P -0.15235 -0.75263 -0.76406  -0.08
C -1.32491 -2.05783 0.01753  0.16
F -0.85258 -2.29646 1.32457  -0.29
C -2.83623 -1.63577 0.04238  -0.67
C -3.26381 -0.78345 1.29233  -0.82
P -1.29983 1.08436 -0.96391  0.36
C -1.39149 1.69366 -2.73302  -1.05
C -0.75839 2.41691 0.24261  -0.94
H 5.68132 0.06956 0.63882  0.34
H 4.78435 -1.26347 1.42853  0.26
H 4.40109 0.48936 1.91276  0.26
H 3.05867 0.92866 -0.03934  0.21
H 4.10664 -0.12828 -1.06070  0.33
H 0.41631 0.34180 1.85935  0.28
H 0.33727 -1.21743 -2.02208  0.21
H -1.13414 -3.00826 -0.55040  0.44
H -3.15895 -1.16415 -0.92823  0.31
H -3.42425 -2.59711 0.09972  0.39
H -2.77730 -1.11744 2.24856  0.28
H -4.38493 -0.83979 1.36680  0.36
H -3.02709 0.31155 1.20070  0.14
H -2.35683 2.27293 -2.80954  0.35
H -1.50113 0.85438 -3.47492  0.36
H -0.57632 2.40072 -3.03196  0.35
H -1.47703 2.38307 1.10992  0.31
H -0.88811 3.43246 -0.22103  0.36
H 0.28446 2.31921 0.63181  0.28

DFT (ωB97M-V/def2-TZVPD) results for C7H19FNbO as an isolated structure.

The HOMO-LUMO gap comes out at 7.37 eV. The value obtained for the LUMO energy is 2.941 eV. For the HOMO energy, the calculation gives -4.42 eV. As for the charge: -1.

Last column: Mulliken charge in e.
CARTESIAN COORDINATES (ANGSTROEM)
C 4.00637 -1.58750 -0.18794  -1.23
C 4.17978 -0.09175 -0.01965  0.48
F 4.28807 0.18272 1.36581  -0.34
C 3.08217 0.75132 -0.63802  -0.98
Nb 0.85955 0.58306 -0.17020  -0.57
C -1.00292 0.73610 1.06402  -1.14
C -2.19063 0.61579 0.11424  -0.26
C -3.40808 -0.08380 0.72439  -0.48
C -4.32492 -0.73572 -0.29041  -0.66
O -4.62677 0.13042 -1.38755  -0.52
H 4.72036 -2.11288 0.45400  0.33
H 2.99279 -1.89752 0.06858  0.27
H 4.19859 -1.87694 -1.22799  0.31
H 5.15976 0.20030 -0.42399  0.25
H 3.37113 1.79834 -0.47560  0.37
H 3.12004 0.58983 -1.73065  0.41
H 0.40201 1.38157 -1.81466  -0.05
H 0.49898 -1.15829 -0.76557  -0.08
H 1.58106 -0.33218 1.25258  -0.02
H 1.20066 2.14504 0.77322  -0.04
H -0.97601 -0.09584 1.78392  0.35
H -1.04697 1.65289 1.65604  0.41
H -2.47742 1.62285 -0.20538  0.23
H -1.92501 0.08521 -0.81843  0.39
H -3.05302 -0.86530 1.41111  0.30
H -3.98083 0.62830 1.33451  0.28
H -5.25501 -1.05972 0.19338  0.41
H -3.84198 -1.62582 -0.70905  0.28
H -5.55175 0.41953 -1.33072  0.29

DFT (ωB97M-V/def2-TZVPD) results for C7H19KO10P as an isolated structure in a non-equilibrium geometry.

The HOMO-LUMO gap comes out at 2.48 eV. The value obtained for the LUMO energy is 6.315 eV. The relative energy (zero: lowest compared OMol25 entry of this formula, charge and spin) comes out at 200.4 kJ/mol. For the HOMO energy, the calculation gives 3.84 eV. As for the charge: -3.

Last column: Mulliken charge in e.
CARTESIAN COORDINATES (ANGSTROEM)
K 0.02600 0.64114 -0.16149  0.97
O -1.26762 0.42336 2.17833  -0.36
C -1.79523 1.19493 3.09514  0.74
O -1.21819 2.26902 3.28256  -0.88
O -2.81151 0.94543 3.69705  -0.77
H -2.01959 -0.15353 2.02554  0.12
P -0.43927 1.03853 -3.17359  0.31
O -0.20349 2.31275 -2.36614  -0.79
O -1.89472 0.51385 -3.05948  -0.91
O 0.65956 -0.03861 -2.77275  -0.63
O -0.28802 1.43161 -4.66008  -0.99
C 3.60313 2.83827 1.72749  -1.09
C 2.18652 3.14737 2.23176  -0.26
O 1.32937 2.03165 1.99102  -0.38
H 3.59547 2.21872 0.83071  0.28
H 4.06618 2.17276 2.45603  0.27
H 4.22862 3.71727 1.57185  0.33
H 1.84740 4.04178 1.70915  0.29
H 2.07726 3.41926 3.28164  0.32
H 0.49193 2.13825 2.44810  0.31
C -3.97484 -1.83510 0.35184  -1.11
C -3.51596 -0.64113 -0.41043  -0.48
O -2.13526 -0.81810 -0.72072  -0.24
H -3.53770 -2.77575 0.01688  0.29
H -5.03022 -2.02951 0.16078  0.38
H -3.94824 -1.74081 1.43742  0.26
H -3.70093 0.21844 0.23379  0.29
H -4.08684 -0.61204 -1.33852  0.41
H -2.06452 -0.41523 -1.58922  0.32
C 2.92579 -3.06521 -1.05344  -0.98
C 1.80216 -3.02679 -2.01615  -0.47
O 0.80165 -2.19402 -1.55063  -0.38
H 3.46526 -2.12840 -1.19299  0.22
H 3.58912 -3.85237 -1.41188  0.35
H 2.63662 -3.29527 -0.02800  0.26
H 1.45976 -4.02702 -2.28152  0.29
H 2.34468 -2.69903 -2.90290  0.30
H 0.79568 -1.36647 -2.03715  0.43